Record 1
A structure of composition C23H35N8NaO7S. Source: the Open Molecules 2025 dataset; level of theory: ωB97M-V/def2-TZVPD.

XYZ file:
```
75
Properties=species:S:1:pos:R:3:forces:R:3
Na -2.111 -1.459 0.025 0.749 -0.785 -0.937
O -4.670 -0.925 1.783 -0.304 -0.409 0.202
C -3.761 -0.163 1.455 -0.695 0.888 1.258
O -3.352 0.072 0.298 -0.392 1.253 -1.032
C -3.145 0.705 2.600 -0.183 -0.120 -0.634
C -2.190 1.793 2.092 -0.690 0.691 -0.053
C -2.037 2.870 3.189 0.015 0.059 -0.236
C -1.192 2.100 4.217 0.204 -0.105 0.020
C -0.950 0.769 3.463 0.109 -0.124 0.992
O -0.917 1.181 2.109 0.442 -0.048 -0.442
C -2.230 -0.075 3.557 0.140 -0.775 0.023
C -1.877 -1.554 3.163 -0.224 0.824 0.988
O -1.716 -2.327 4.115 0.097 -0.398 0.450
O -1.715 -1.783 1.955 0.512 -0.442 0.033
H -3.993 1.143 3.139 0.089 -0.051 -0.070
H -2.418 2.173 1.097 0.017 -0.087 0.056
H -2.999 3.202 3.577 -0.084 0.034 0.025
H -1.501 3.742 2.803 -0.027 -0.033 -0.018
H -1.719 1.930 5.154 0.013 -0.018 0.095
H -0.251 2.607 4.438 0.036 0.035 -0.004
H -0.028 0.250 3.717 -0.127 0.049 0.004
H -2.622 -0.108 4.577 0.127 0.037 -0.079
N 1.831 -0.610 2.607 -0.053 -0.105 -0.059
C 2.858 0.286 2.131 0.121 0.347 0.237
C 2.206 1.474 1.404 0.525 -0.365 0.436
N 1.688 1.047 0.129 -0.435 0.181 0.046
C 2.317 1.535 -1.071 0.357 -0.422 -0.274
C 2.869 0.359 -1.890 0.204 0.346 -0.179
N 1.787 -0.457 -2.401 -0.100 -0.064 0.059
H 1.084 -0.694 1.921 0.030 -0.221 -0.012
H 2.181 -1.544 2.775 -0.094 -0.018 -0.033
H 3.592 -0.175 1.436 -0.091 0.114 0.090
H 3.419 0.640 3.010 0.104 0.084 -0.194
H 2.963 2.265 1.278 -0.174 -0.066 -0.026
H 1.403 1.854 2.042 0.023 0.026 -0.075
H 0.679 1.051 0.096 -0.061 0.122 0.029
H 3.151 2.201 -0.809 -0.120 -0.032 -0.064
H 1.618 2.096 -1.697 -0.040 0.051 -0.016
H 3.581 -0.183 -1.241 -0.062 0.051 -0.074
H 3.438 0.742 -2.752 0.125 0.042 0.167
H 2.052 -1.431 -2.491 -0.111 0.054 -0.012
H 1.001 -0.436 -1.757 -0.031 -0.233 -0.013
O -1.822 -2.571 -4.180 -0.253 -0.629 0.162
S -2.020 -3.333 -2.906 0.556 1.106 -0.275
N -1.573 -2.728 -1.646 -0.235 -0.740 -0.770
C 4.973 -3.992 0.119 -0.089 0.122 0.024
C 3.491 -3.878 0.218 0.003 -0.081 -0.015
C 2.506 -4.833 0.333 0.214 0.186 0.008
C 1.285 -4.118 0.366 0.417 -0.066 -0.031
N 1.521 -2.827 0.278 -0.763 0.491 -0.014
N 2.843 -2.688 0.189 0.487 -0.321 -0.033
C -0.088 -4.654 0.455 -0.221 0.117 -0.031
H 5.264 -5.041 0.119 0.028 0.022 -0.020
H 5.463 -3.497 0.961 0.074 -0.016 -0.009
H 5.330 -3.527 -0.803 0.117 -0.043 -0.006
H 2.637 -5.898 0.391 0.066 -0.127 -0.012
H 3.230 -1.760 0.115 -0.091 -0.082 0.024
H -0.073 -5.741 0.510 -0.048 -0.090 0.041
H -0.655 -4.318 -0.413 -0.080 -0.140 -0.013
H -0.599 -4.231 1.315 -0.117 -0.013 0.221
N -2.208 4.367 -6.136 -0.165 -0.100 0.090
C -2.836 4.170 -4.919 -0.430 1.066 -0.757
O -3.781 4.881 -4.603 0.429 -0.474 0.027
C -2.241 3.137 -4.059 0.409 -1.059 0.979
C -2.882 2.773 -2.868 0.068 0.435 -0.654
C -2.296 1.838 -2.031 -0.137 0.023 0.138
N -1.131 1.263 -2.295 0.153 -0.156 0.095
C -0.546 1.557 -3.446 0.317 -0.079 -0.254
C -1.042 2.473 -4.356 -0.494 0.402 -0.005
H -2.706 4.958 -6.784 0.004 -0.077 0.108
H -1.674 3.613 -6.533 -0.026 0.043 -0.010
H -3.823 3.238 -2.619 -0.065 0.005 0.074
H -2.766 1.511 -1.117 -0.242 -0.028 0.267
H 0.374 1.022 -3.637 0.127 -0.043 -0.088
H -0.480 2.673 -5.260 0.045 -0.021 0.068
```
Positions in Å, forces in eV/Å.

## Properties
LUMO energy: 4.00 eV
net charge: -2
ΔE to the lowest compared entry with this formula, charge and spin: 62.74 kJ/mol
Kohn-Sham gap: 6.325 eV

Atomic partial charges in e from the Löwdin method, atoms 1 to 2: atom 1 (Na): 0.27, atom 2 (O): 0.01



Record 2
A cluster of 2 separate species, C5H10O2P in total. Source: the Open Molecules 2025 dataset; level of theory: ωB97M-V/def2-TZVPD.

XYZ file:
```
18
Properties=species:S:1:pos:R:3:forces:R:3
C 0.697 -0.397 -0.046 -1.509 -1.104 -0.580
C -0.052 0.637 0.169 -3.268 0.262 -0.038
C 0.055 -1.693 -0.496 1.924 -1.051 2.748
C 2.162 -0.276 0.021 0.957 -2.080 -0.867
C 0.503 1.969 0.475 -0.350 0.486 -1.047
O -3.373 -0.206 -1.524 1.381 0.312 0.619
O -3.312 -0.995 0.899 0.735 -0.593 1.002
P -2.852 -0.042 -0.122 -1.025 3.104 -0.727
H -0.937 -1.923 -0.134 -0.663 0.910 -0.739
H 0.551 -2.491 0.120 0.324 0.109 -0.819
H 0.296 -1.842 -1.515 -0.337 -0.568 -1.208
H 2.505 -1.274 0.407 0.343 0.579 -0.918
H 2.423 0.353 0.855 0.529 0.960 -0.314
H 2.570 -0.038 -1.046 -0.078 -0.212 2.132
H 1.089 1.923 1.373 -0.123 0.341 1.142
H 1.318 2.182 -0.267 -0.958 0.488 0.059
H -0.346 2.698 0.495 1.211 -0.087 0.097
H -3.298 1.415 0.335 0.907 -1.855 -0.543
```
Positions in Å, forces in eV/Å.

## Properties
LUMO energy (spin up / spin down): 3.72 / 3.72 eV
net charge: -1
ΔE to the lowest compared entry with this formula, charge and spin: 317.58 kJ/mol
Kohn-Sham gap (spin up / spin down): 7.180 / 7.191 eV

Atomic partial charges in e from the natural (NBO) method, atoms 1 to 2: atom 1 (C): -0.18, atom 2 (C): -0.13



Record 3
An isolated molecule of C3H3N3O. Source: the Open Molecules 2025 dataset; level of theory: ωB97M-V/def2-TZVPD.

XYZ file:
```
10
Properties=species:S:1:pos:R:3:forces:R:3
C -1.120 -1.338 -1.280 0.859 2.446 -0.062
C 0.682 -0.745 0.858 0.562 -2.978 1.375
C 0.233 1.393 0.265 3.982 0.611 1.535
N -1.625 -2.320 -1.611 -0.613 -1.052 -0.184
N 0.787 0.411 1.179 -0.099 1.789 1.518
N -0.283 -0.364 -0.916 -1.039 -1.980 -2.761
O -0.758 0.786 -0.539 -1.252 1.354 -0.165
H 0.903 -1.688 1.341 0.570 0.061 0.461
H -0.106 2.237 0.914 -0.435 -0.677 -1.340
H 1.286 1.629 -0.211 -2.533 0.425 -0.377
```
Positions in Å, forces in eV/Å.

## Properties
LUMO energy (spin up / spin down): 0.78 / -2.49 eV
net charge: 0
2S+1: 3
ΔE to the lowest compared entry with this formula, charge and spin: 371.72 kJ/mol
Kohn-Sham gap (spin up / spin down): 7.245 / 8.275 eV

Atomic partial charges in e from the natural (NBO) method, atoms 1 to 2: atom 1 (C): 0.33, atom 2 (C): 0.07



Record 4
An isolated molecule of C3HNO2. Source: the Open Molecules 2025 dataset; level of theory: ωB97M-V/def2-TZVPD.

XYZ file:
```
7
Properties=species:S:1:pos:R:3:forces:R:3
O 1.462 -1.176 0.494 -1.065 0.550 1.305
C 0.306 -0.599 0.604 -0.902 0.335 -0.299
C -0.329 -0.011 -0.566 0.011 -0.030 -0.837
O -0.596 -0.654 -1.557 -0.094 0.261 0.228
C -0.888 1.327 -0.271 -0.382 1.092 0.025
N -1.286 2.382 -0.012 0.416 -1.029 -0.273
H 1.329 -1.384 1.447 2.017 -1.179 -0.149
```
Positions in Å, forces in eV/Å.

## Properties
LUMO energy: -1.58 eV
net charge: 0
ΔE to the lowest compared entry with this formula, charge and spin: 259.76 kJ/mol
Kohn-Sham gap: 8.424 eV

Atomic partial charges in e from the natural (NBO) method, atoms 1 to 2: atom 1 (O): -0.56, atom 2 (C): 0.21



Record 5
A structure of composition C12H22Br6Cl6O4Sr3. Source: the Open Molecules 2025 dataset; level of theory: ωB97M-V/def2-TZVPD.

XYZ file:
```
53
Properties=species:S:1:pos:R:3:forces:R:3
Sr -2.572 0.374 2.298 1.210 0.593 -1.897
Sr 1.044 1.724 3.829 1.250 -2.089 -0.371
Sr -1.275 -3.350 2.322 2.949 0.952 -0.459
O -0.379 1.496 1.618 -1.003 -1.296 1.779
C -0.016 0.760 0.437 1.071 1.608 -0.290
C -0.838 -0.415 -0.133 -0.742 -0.084 0.167
O -1.442 -1.383 0.711 -0.576 0.210 2.301
H 1.068 0.582 0.486 -0.193 -0.764 0.171
H -0.071 1.509 -0.375 -0.073 -0.254 -0.111
H -0.180 -0.915 -0.844 0.115 0.037 -0.134
H -1.644 0.043 -0.730 0.043 -0.008 -0.038
O 1.029 -2.737 2.970 -2.733 -0.010 0.000
C 2.152 -2.014 2.623 -0.030 -0.482 -0.947
C 2.891 -1.202 3.685 0.088 -0.378 0.818
O 2.181 -0.312 4.491 -1.869 2.263 -1.033
H 1.974 -1.375 1.724 -0.166 0.140 0.160
H 2.872 -2.781 2.288 0.471 0.452 -0.069
H 3.688 -0.635 3.180 0.222 -0.443 -0.184
H 3.340 -1.968 4.334 0.224 0.216 0.074
Br -3.617 6.391 1.409 0.090 0.094 0.042
C -1.892 5.520 1.376 -0.536 -0.835 0.358
C -1.819 4.451 0.305 0.907 1.073 -0.327
Br -3.191 3.108 0.393 -0.190 -0.277 0.113
H -1.758 5.025 2.338 0.011 0.355 0.174
H -1.141 6.287 1.229 0.118 -0.043 -0.124
H -0.857 3.947 0.352 -0.097 -0.215 0.081
H -1.882 4.939 -0.665 -0.312 -0.341 -0.160
Br 3.164 -5.869 -1.162 0.125 -0.048 0.077
C 2.771 -4.313 -0.096 -0.216 0.057 0.169
C 1.452 -3.723 -0.496 0.298 0.572 -0.171
Br -0.019 -4.874 0.095 -0.153 -0.271 -0.322
H 3.539 -3.561 -0.263 0.104 -0.086 -0.083
H 2.747 -4.573 0.957 0.224 -0.174 -0.006
H 1.366 -3.633 -1.574 -0.249 -0.136 -0.053
H 1.319 -2.739 -0.049 -0.204 -0.132 0.233
Br -5.022 0.255 0.466 -0.512 -0.263 0.111
C -4.935 -1.424 -0.558 0.592 -0.479 -0.251
C -4.425 -1.125 -1.936 -0.141 0.199 -0.567
Br -5.811 -0.414 -3.086 0.029 0.168 0.128
H -5.907 -1.906 -0.564 -0.179 0.288 0.210
H -4.205 -2.050 -0.049 -0.008 0.088 0.160
H -4.086 -2.020 -2.451 0.035 -0.179 0.267
H -3.609 -0.410 -1.905 0.039 0.007 -0.090
C 2.442 4.025 -1.140 0.059 -0.089 -0.042
Cl 3.299 3.170 -2.414 0.066 0.100 -0.016
Cl 1.065 4.920 -1.795 -0.016 -0.064 0.022
Cl 3.496 5.103 -0.226 0.020 -0.068 -0.015
H 2.077 3.265 -0.461 -0.153 0.065 0.044
C 2.432 -0.979 -4.604 -0.310 -0.066 0.454
Cl 1.150 -0.242 -3.592 0.134 0.027 0.053
Cl 1.957 -0.913 -6.274 0.122 -0.077 -0.164
Cl 2.741 -2.628 -4.041 0.019 -0.022 -0.115
H 3.337 -0.414 -4.434 0.024 0.108 -0.126
```
Positions in Å, forces in eV/Å.

## Properties
LUMO energy: -7.70 eV
net charge: +2
Kohn-Sham gap: 4.814 eV

Atomic partial charges in e from the Löwdin method, atoms 1 to 2: atom 1 (Sr): 1.30, atom 2 (Sr): 1.60



Record 6
A cluster of 6 separate species, C17H27Cl4N3O3S in total. Source: the Open Molecules 2025 dataset; level of theory: ωB97M-V/def2-TZVPD.

XYZ file:
```
55
Properties=species:S:1:pos:R:3:forces:R:3
O 6.115 -1.418 16.101 -0.135 -1.597 2.771
S 6.110 -2.152 17.395 1.005 0.601 -1.498
O 4.918 -2.838 17.865 2.011 0.680 -0.697
O 7.413 -3.203 17.383 -1.324 0.760 -0.141
C 8.591 -2.789 16.637 -0.123 0.927 -0.890
C 9.805 -3.529 17.139 -0.263 -0.817 -0.180
C 6.771 -1.098 18.717 -1.041 -0.247 -0.484
H 8.780 -1.717 16.676 -0.325 0.250 0.692
H 8.399 -2.870 15.567 -0.126 -0.811 0.012
H 9.458 -4.471 17.563 0.105 0.123 0.490
H 10.386 -2.935 17.845 -0.096 -0.271 0.088
H 10.445 -3.879 16.330 0.084 0.444 -0.158
H 7.640 -0.550 18.351 -0.049 -0.270 0.079
H 6.959 -1.776 19.549 0.181 0.187 -0.095
H 5.972 -0.404 18.977 0.075 0.031 0.002
N 11.807 -7.983 12.037 0.572 0.161 -0.642
C 11.733 -9.306 12.380 -0.427 0.501 0.906
C 10.607 -9.417 13.189 0.226 -1.214 -0.852
C 9.910 -8.187 13.202 1.329 0.292 -0.191
C 10.739 -7.309 12.509 -1.671 0.325 0.674
H 12.538 -7.565 11.479 -0.213 -0.158 0.095
H 12.490 -9.997 12.040 -0.150 -0.034 0.236
H 10.310 -10.353 13.638 -0.158 0.095 -0.046
H 8.970 -7.968 13.688 0.131 0.112 -0.044
H 10.545 -6.259 12.343 0.355 -0.066 -0.208
N 14.257 -10.511 15.645 0.005 0.226 0.630
C 14.975 -9.654 14.859 1.670 -1.382 -0.245
C 16.324 -10.116 14.947 -0.924 0.971 -0.573
C 16.386 -11.195 15.821 -2.319 -0.143 1.569
C 15.061 -11.354 16.336 1.928 -0.745 -1.164
H 13.251 -10.597 15.680 0.197 0.392 0.036
H 14.457 -8.946 14.229 0.277 0.014 0.030
H 17.239 -9.770 14.490 -0.404 0.494 -0.343
H 17.269 -11.749 16.103 -0.144 0.087 0.092
H 14.667 -12.067 17.045 -0.036 0.058 -0.150
N 5.096 -7.574 14.113 -0.342 0.398 0.456
C 4.769 -6.240 14.218 1.948 -0.422 1.129
C 5.851 -5.676 14.958 -2.656 1.890 -1.996
C 6.794 -6.636 15.231 0.155 -1.132 0.676
C 6.263 -7.816 14.785 0.253 -1.136 -0.702
H 4.474 -8.262 13.713 0.345 0.023 0.191
H 3.820 -5.915 13.818 0.309 0.402 0.111
H 5.934 -4.610 15.104 0.006 -0.042 0.288
H 7.701 -6.522 15.807 -0.094 -0.020 -0.150
H 6.630 -8.829 14.866 0.052 0.101 -0.055
C 11.580 -8.196 16.222 0.112 -0.543 0.140
Cl 10.209 -7.219 16.811 0.784 -0.289 -0.327
Cl 11.213 -9.945 16.442 -0.209 0.227 0.135
H 11.779 -8.068 15.158 -0.459 0.252 0.115
H 12.496 -8.037 16.792 -0.376 0.320 0.137
C 7.710 -10.870 17.167 0.526 -0.678 -0.193
Cl 6.871 -9.535 17.904 -0.343 0.266 -0.041
Cl 7.603 -12.352 18.171 0.211 0.258 -0.114
H 7.317 -11.174 16.197 -0.277 0.434 0.174
H 8.749 -10.566 17.044 -0.168 -0.285 0.221
```
Positions in Å, forces in eV/Å.

## Properties
LUMO energy: 0.45 eV
net charge: 0
structure (SMILES): CCOS(C)(=O)=O.c1cc[nH]c1.c1cc[nH]c1.c1cc[nH]c1.ClCCl.ClCCl
Kohn-Sham gap: 8.393 eV

Atomic partial charges in e from the natural (NBO) method, atoms 1 to 2: atom 1 (O): -0.92, atom 2 (S): 2.30



Record 7
An isolated molecule of C2H8N4. Source: the Open Molecules 2025 dataset; level of theory: ωB97M-V/def2-TZVPD.

XYZ file:
```
14
Properties=species:S:1:pos:R:3:forces:R:3
C -0.300 -0.606 -0.708 0.015 2.533 -0.665
C 1.961 0.237 0.190 1.555 -1.188 1.607
N -1.538 -0.075 0.121 1.230 -1.985 2.296
N -1.964 1.334 0.060 1.046 0.055 1.109
N -2.747 0.208 -0.393 -1.542 0.000 -0.852
N 0.827 -0.700 0.171 0.979 -0.877 -0.217
H -0.475 -1.587 -1.239 -0.520 1.228 0.804
H -2.184 1.631 1.084 0.105 -0.865 -1.366
H -0.252 0.295 -1.435 0.227 -1.731 0.743
H 1.668 1.185 0.573 -0.365 0.842 0.384
H 2.735 -0.221 0.999 -1.718 1.162 -1.996
H 2.514 0.436 -0.747 -0.397 -0.507 0.119
H -1.518 -0.516 1.132 0.299 1.094 -1.805
H 1.273 -1.620 0.192 -0.916 0.240 -0.161
```
Positions in Å, forces in eV/Å.

## Properties
LUMO energy: 0.83 eV
net charge: 0
ΔE to the lowest compared entry with this formula, charge and spin: 586.11 kJ/mol
Kohn-Sham gap: 7.958 eV

Atomic partial charges in e from the natural (NBO) method, atoms 1 to 2: atom 1 (C): -0.07, atom 2 (C): -0.40



Record 8
An isolated molecule of C6H9NO. Source: the Open Molecules 2025 dataset; level of theory: ωB97M-V/def2-TZVPD.

XYZ file:
```
17
Properties=species:S:1:pos:R:3:forces:R:3
C 0.381 -0.587 0.292 -6.334 1.220 1.130
C -1.573 1.194 0.623 -2.822 2.407 -0.081
C -1.410 -0.076 0.404 5.856 -0.216 -0.646
C 1.702 -0.192 0.261 2.165 0.515 1.288
C -2.304 -1.130 0.151 -4.494 -2.241 -1.618
C 2.290 0.518 -0.858 3.232 1.920 -2.647
N 1.104 -1.573 0.070 0.190 -0.487 -0.371
O 2.543 0.006 1.396 -0.572 -0.047 -1.000
H -2.579 1.756 0.593 1.021 -1.696 0.071
H -0.889 1.979 0.797 1.591 -0.014 0.136
H -2.211 -1.923 0.890 -0.017 -0.197 -0.155
H -2.469 -1.588 -0.875 1.786 0.309 0.806
H -3.398 -0.815 0.116 1.085 0.306 1.127
H 1.619 0.815 -1.694 -0.040 0.023 1.002
H 3.027 -0.123 -1.437 -0.557 0.417 0.943
H 2.950 1.450 -0.514 -1.736 -1.953 -0.666
H 2.042 -0.183 2.179 -0.356 -0.265 0.680
```
Positions in Å, forces in eV/Å.

## Properties
LUMO energy: 0.83 eV
net charge: 0
structure (SMILES): C=C(C)C1=N[C@]1(C)O
ΔE to the lowest compared entry with this formula, charge and spin: 451.22 kJ/mol
Kohn-Sham gap: 9.854 eV

Atomic partial charges in e from the natural (NBO) method, atoms 1 to 2: atom 1 (C): 0.22, atom 2 (C): -0.40



no.,largest force on an atom (eV/A)
1,1.69
2,3.52
3,4.31
4,2.34
5,3.13
6,3.82
7,3.28
8,6.55